# 1
# C38H86BN3O11

A 8-piece molecular cluster, C38H86BN3O11 overall at a distorted geometry (the ωB97M-V functional and the def2-TZVPD basis, the Open Molecules 2025 dataset).

Calculated values
**Largest force on an atom**: 0.1796 hartree/bohr
**ΔE to the lowest compared entry with this formula, charge and spin**: 262.98 kcal/mol
**SMILES string**: [H]/N=C(/C)C[C@@]1(B(C)O)NC(=O)[C@H](C/C(C)=N/[H])[C@H]1CCCC(=O)OCC.CC(C)O.CC(C)O.CC(C)O.CC(C)O.CC(C)O.CC(C)O.CC(C)O
**Highest occupied orbital energy**: -9.509 eV
**Molecular weight**: 771.93 g/mol

XYZ file:
```
139
Properties=species:S:1:pos:R:3:forces:R:3
H 2.050989 1.124548 -1.393421 -1.991 -1.200 -0.785
C 5.021407 -0.967553 -3.144881 1.608 -5.296 -2.542
C -1.485600 -2.032769 -6.046941 0.332 -0.080 0.063
H 0.008756 -1.161402 -2.707894 1.892 1.881 -0.131
H 1.606753 -3.666034 -1.646395 -2.276 0.506 1.236
C 1.718038 -1.248016 0.509734 0.177 0.195 0.665
C -2.221774 4.240937 0.308493 1.274 -0.783 0.724
H -3.326138 4.567437 0.537071 2.141 -0.833 -0.620
H -2.989991 -3.237270 2.756344 -0.051 -0.131 0.084
H -5.970892 -10.802741 1.761650 -0.064 0.024 0.164
C -5.736117 -9.916875 5.103553 -0.135 0.228 0.254
H 0.266515 4.943762 -3.191050 1.327 -1.467 1.046
H -6.008748 4.435281 6.703164 -0.087 -0.125 -0.090
C 7.410032 5.027323 2.350919 0.279 0.073 0.222
O -6.307609 5.326239 4.197447 -0.158 0.159 0.095
O 0.760020 4.301615 -2.580852 -2.948 -1.811 -0.521
C -5.990114 -10.980220 2.842270 -0.218 -0.039 -0.306
H 0.271628 -4.322748 1.390600 0.318 1.156 -0.004
H -1.217362 0.013628 -6.656247 -0.144 0.057 0.217
H 10.400280 -1.173839 -4.677650 -0.071 -0.049 0.037
H -1.533618 4.638289 1.197688 -1.592 -0.903 -1.909
H -0.320535 -0.461531 0.188717 2.103 1.677 -0.410
H 8.605063 -2.042232 -1.713042 0.358 -0.068 -0.108
C 0.769369 -0.011971 0.000197 0.529 -1.020 0.765
H 11.346143 -1.799731 -2.434550 -0.198 -0.115 0.149
C 0.980931 0.619619 -1.507257 -0.400 0.143 0.825
C -1.605884 1.701787 -1.019745 -1.531 0.243 -0.197
H -3.950816 -1.306961 -7.109380 0.157 -0.072 0.002
H 7.733304 -1.034920 0.163108 -2.213 1.485 -0.063
H -2.864548 -7.536222 2.904487 -0.141 0.337 0.053
C 6.754616 -0.363660 0.271121 -0.091 -0.155 0.550
C 3.569038 -0.191416 -3.436550 0.955 0.256 -0.169
H -0.250155 -3.014245 -1.588653 2.085 -0.813 1.252
N -2.215786 1.934523 1.558438 0.697 2.345 -5.340
O -4.467709 -9.156201 3.208498 -0.074 -0.298 -0.027
H -5.397861 5.110035 4.461331 -0.306 0.079 -0.256
H -3.621481 7.172722 1.166048 -0.096 -0.167 0.060
H -1.771769 4.712751 -0.672685 -1.133 -1.063 1.820
O 9.538148 -2.300378 -1.630994 -0.058 -0.161 0.229
C 5.620362 -0.670278 -0.872676 -0.321 -0.523 0.966
C -3.101663 -0.688911 -7.422080 -0.053 0.263 -0.259
H -2.700946 -1.093064 -8.356816 -0.087 0.025 0.090
O 1.884547 1.528654 1.957054 -4.589 -0.833 -7.166
H 8.421677 4.133462 0.675139 -0.141 -0.222 0.089
C -4.633125 8.066584 2.841827 0.205 0.132 0.216
H -4.195402 -6.687758 3.725328 0.113 -0.051 -0.166
H 2.750208 -1.139939 -0.031062 -1.897 -0.640 0.936
H 5.421008 -1.828315 -0.880135 0.232 2.181 0.203
B 0.037320 2.990365 -2.633858 0.894 1.617 -0.984
O -2.589753 -0.095102 -5.149623 -0.055 0.133 0.296
H 10.729682 0.604992 -2.828261 -0.072 -0.023 0.064
C -3.520519 -6.660001 2.864278 0.391 0.094 0.182
C -4.631997 7.207494 1.587403 -0.601 0.009 0.238
C -7.036757 4.637752 6.382178 -0.193 0.234 0.210
H 4.603326 -0.087403 -0.676577 2.146 -1.174 -0.063
H 5.415529 4.707103 0.439767 0.114 0.084 0.098
H -4.340329 9.096436 2.615290 -0.026 -0.074 0.053
H 6.705605 5.725969 -0.239690 -0.074 -0.093 0.018
H 9.094960 0.274566 -2.209777 0.053 -0.087 -0.137
H 0.244098 -4.638380 -0.769652 0.900 2.569 -0.018
C -5.730487 -9.688156 3.600465 0.340 -0.637 0.220
H 9.928807 -2.823482 -4.207381 0.062 0.156 0.051
C 6.441841 4.705777 0.055743 0.030 -0.004 -0.361
H -3.495660 0.314810 -7.614410 0.133 -0.126 0.006
C 2.293285 -1.141217 -3.040220 0.475 -0.927 -0.433
H 6.418011 5.040050 2.816279 0.014 0.045 -0.165
H -0.095301 3.045966 -5.011667 -1.165 -0.950 1.757
H -2.080129 -5.330320 3.751901 0.113 0.020 -0.273
H 3.633948 0.825471 -2.861455 -0.282 -1.976 -0.959
H -2.328142 2.115390 -1.873553 1.725 -0.906 1.562
H -5.212065 -11.722158 3.054307 -0.084 0.069 0.134
O -4.997792 5.872976 1.928690 0.249 0.031 -0.397
H 1.291696 3.063044 -0.337518 -0.816 0.075 1.189
C -3.593729 -4.150860 2.777818 0.129 0.369 0.153
N 0.703021 -3.387898 1.598644 1.571 2.722 -5.120
H -2.365571 -5.436114 0.923433 0.162 -0.013 0.416
C -0.008123 1.921135 -1.350750 -0.425 -0.044 0.936
H -3.940192 7.660795 3.586716 -0.030 0.068 -0.152
H -5.838679 2.746412 4.732776 -0.109 0.060 0.093
C 0.628848 -3.527491 -0.976929 0.475 -0.334 -0.392
N 0.489838 2.477950 -0.000154 3.568 -0.974 -0.336
H 6.149317 2.854824 1.812841 0.353 0.020 -0.133
H -2.068381 0.900550 1.450553 -0.068 1.132 -0.208
H 8.763816 -1.513624 -4.068904 0.099 0.102 0.080
H -1.913592 0.557248 -0.897250 0.729 2.517 -0.026
H -4.949060 -10.621150 5.395726 -0.112 -0.048 -0.118
C 1.028328 -2.733898 0.405253 -1.683 -2.793 3.329
C 7.411161 4.168234 1.096495 -0.579 0.265 0.216
H -7.254395 5.675652 6.656182 -0.045 -0.155 -0.061
H -1.711413 3.318083 -4.068431 1.821 -1.309 -0.198
C 10.296968 -1.501275 -2.534790 -0.596 0.301 -0.198
H -4.116602 -6.753434 1.949519 -0.012 0.086 0.105
H 10.476787 0.135383 -1.131100 0.033 -0.048 -0.153
H 2.160944 -1.918585 -3.933795 0.297 1.670 1.957
C -2.017982 2.581202 0.341950 -0.775 -2.248 3.364
H 2.616484 -1.789105 -2.108690 -0.900 1.469 -1.808
H -3.315468 -0.673697 -4.862248 0.313 0.235 -0.159
H 1.929117 -1.064555 1.669512 -0.570 -0.511 -2.555
H -7.712137 3.979745 6.937635 0.104 0.065 -0.026
H -4.192390 -4.155382 1.860007 -0.032 -0.150 0.085
H 3.521665 0.072080 -4.594879 0.299 -0.669 2.481
H -6.961749 -11.406658 3.110075 0.113 -0.009 -0.040
H -5.535724 -8.980881 5.635940 -0.094 -0.104 -0.102
C -2.033590 -0.645329 -6.340906 -0.445 -0.552 -0.030
H -1.063129 1.547045 -4.164553 0.607 2.199 -0.201
O 7.045365 2.833716 1.437781 -0.016 -0.238 0.027
C -6.872492 3.006672 4.479229 -0.131 -0.186 -0.261
C -5.601316 7.745037 0.546651 0.041 0.038 -0.359
H -6.493767 -8.947606 3.338012 0.264 0.043 -0.050
H -8.209091 4.690302 4.578426 0.212 0.131 -0.079
H 7.702828 6.057176 2.124382 -0.056 -0.088 0.056
C -0.720791 2.664045 -4.094321 -0.682 0.356 0.722
C 1.152720 1.375910 0.850969 1.084 0.428 2.574
H 6.279935 -0.674149 1.321556 0.861 0.638 -2.356
O 6.040865 -0.318757 -2.256327 -2.852 -1.872 -0.987
H -6.972945 2.881087 3.395834 -0.040 0.030 0.162
H 6.444132 4.070629 -0.836551 0.085 0.100 0.104
H -0.726842 -1.987657 -5.258361 -0.032 0.036 -0.138
H 0.645001 0.233238 -3.835740 0.487 -0.970 2.356
C -2.701004 -5.379443 2.850794 -0.717 -0.056 -0.273
H -1.036361 -2.477233 -6.940406 -0.054 -0.002 0.120
H -7.542965 2.299724 4.977560 0.091 0.048 -0.045
C -7.187305 4.438460 4.882433 0.430 -0.362 0.354
H -4.270785 -4.103309 3.636291 0.039 0.011 -0.118
H -2.277475 -2.698424 -5.685514 -0.024 0.074 -0.149
H -5.625146 8.079310 3.307187 0.046 0.007 -0.159
O 5.302145 -2.176939 -3.704502 -1.833 8.204 3.831
H 8.102965 4.621535 3.095808 -0.042 0.070 -0.163
C 9.825046 -1.762438 -3.956332 0.097 -0.214 -0.253
O -1.822981 -5.392522 1.728241 0.339 0.010 -0.386
H -5.599025 7.109889 -0.345643 0.077 0.096 0.108
C 0.874274 -0.348651 -2.824347 0.416 -0.382 0.025
H 7.056259 0.768328 0.375435 -0.670 -2.274 -0.463
H -6.700116 -10.311423 5.439237 0.121 0.018 0.008
H -6.627628 7.746363 0.930675 0.128 0.073 0.094
C 10.144874 -0.035453 -2.160822 0.182 0.224 0.204
H -5.893841 5.894084 2.303750 0.366 -0.132 0.129
H -3.783736 -9.807074 3.437769 -0.332 0.211 -0.076
H -5.337553 8.765229 0.251219 -0.076 -0.075 0.008
```
Forces are in eV/Å.



# 2
# C5H8S

C5H8S as an isolated structure at a distorted geometry (the ωB97M-V functional and the def2-TZVPD basis, the Open Molecules 2025 dataset).

Calculated values
**Largest force on an atom**: 0.1184 hartree/bohr
**ΔE to the lowest compared entry with this formula, charge and spin**: 124.39 kcal/mol
**Highest occupied orbital energy**: -8.893 eV
**Molecular weight**: 100.19 g/mol

XYZ file:
```
14
Properties=species:S:1:pos:R:3:forces:R:3
H -2.084361 -0.097028 -3.005803 2.100 2.983 0.716
H 0.652503 -1.236996 2.858003 -2.773 0.790 -1.190
C -0.242018 -0.832355 2.134425 4.259 -4.020 -1.657
H -1.265426 1.815973 -2.304955 -1.030 -2.419 -1.276
C 0.588292 -0.005015 1.106919 -1.245 3.315 -1.933
H 3.069644 0.468923 0.160415 -2.127 -0.739 1.045
H 0.982212 1.001387 1.360876 -1.923 0.078 0.979
C -0.838752 0.102988 -1.173790 1.109 1.751 -1.838
H -0.700216 -1.760917 1.537926 1.381 1.773 1.247
C -0.089602 0.205051 -0.221029 -0.786 -1.483 1.557
H -1.084064 -0.446120 2.593971 -1.114 1.603 1.049
C -1.224941 0.662948 -2.555951 2.538 -1.203 -0.395
S 2.259385 -0.507044 0.864789 3.603 -2.209 -0.700
H -0.022656 0.628205 -3.355796 -3.992 -0.222 2.395
```
Forces are in eV/Å.



# 3
# C19H18Cl2N2OPdS3

C19H18Cl2N2OPdS3 as an isolated structure (the ωB97M-V functional and the def2-TZVPD basis, the Open Molecules 2025 dataset).

Calculated values
**Largest force on an atom**: 0.0089 hartree/bohr
**Total charge**: -2
**Highest occupied orbital energy**: -0.656 eV
**Molecular weight**: 563.89 g/mol

XYZ file:
```
46
Properties=species:S:1:pos:R:3:forces:R:3
Cl -0.017188 2.019360 3.826927 -0.011 0.002 -0.022
H -1.054109 -2.856625 -2.360622 -0.003 -0.012 -0.005
H 4.306923 3.371481 1.370122 -0.006 0.004 -0.023
C -2.170000 -4.265878 -1.196983 -0.047 -0.034 -0.058
C -1.241192 -3.262108 -1.374953 0.052 0.038 0.023
Pd 2.574051 0.812355 -0.758823 0.237 -0.075 0.383
H 2.471304 3.339514 -3.052291 0.015 -0.067 0.016
H -2.448611 2.814119 -1.122651 -0.018 -0.003 0.003
O -6.188432 -5.830957 0.654736 0.044 0.003 0.006
H 5.526340 4.009145 0.252836 0.020 -0.013 -0.010
C 5.241606 3.137936 0.841561 -0.077 0.008 0.096
S -3.641785 -6.044654 0.305364 0.047 -0.012 -0.063
C 1.242125 -0.776668 -0.582115 -0.198 -0.006 -0.138
C -1.703962 -4.283312 1.158037 -0.054 -0.022 0.035
C 0.107411 2.340693 1.112919 -0.023 -0.062 -0.070
H 6.022484 2.969969 1.588835 -0.021 -0.017 0.016
Cl 0.268556 2.784105 -1.568698 -0.159 0.110 -0.063
H -1.893252 -4.679920 2.149465 -0.001 -0.007 -0.007
C -2.753998 2.539254 0.994680 -0.026 0.011 -0.029
H -2.664928 2.254012 3.129661 -0.017 0.008 -0.005
H -6.124131 -3.312023 0.278960 0.001 0.017 0.021
C -0.772633 -3.281815 0.984211 0.045 0.048 -0.070
C -0.610584 2.570675 -0.087276 0.110 -0.036 0.063
H -0.225546 -2.884698 1.828993 -0.004 -0.015 0.011
C 0.437689 -1.703750 -0.466285 0.023 0.046 0.032
H 3.741060 4.567853 -3.242767 -0.038 0.014 0.035
H -5.094070 -3.418669 1.714617 0.018 0.012 -0.001
H 4.982629 1.135825 0.522235 0.033 -0.021 -0.023
H -4.337628 -3.204363 0.140815 -0.009 -0.008 -0.028
C 4.243927 1.980543 -1.132915 -0.269 0.080 0.096
C -5.169577 -3.675151 0.655796 -0.021 -0.006 0.007
H 3.426720 3.783330 -0.909940 -0.072 0.020 -0.071
C 3.543646 3.535955 -2.931051 -0.078 0.038 -0.060
H 4.065884 2.857819 -3.602844 0.043 0.039 -0.004
N 5.173111 1.969598 -0.017084 0.208 0.049 -0.086
H -2.718998 -4.651481 -2.049236 -0.003 -0.009 0.012
S 4.359156 0.652574 -2.239071 0.105 -0.108 -0.183
C -2.425966 -4.784533 0.072770 0.059 -0.001 0.080
C -2.109620 2.348243 2.205827 0.037 -0.003 -0.011
C -1.987832 2.654696 -0.156860 0.000 0.006 0.031
N 4.039035 3.339400 -1.587074 0.257 -0.047 0.030
C -0.729489 2.259118 2.245041 -0.003 -0.035 0.100
S 1.823928 2.180629 1.199954 -0.047 0.108 -0.114
C -0.506405 -2.730154 -0.290882 -0.058 -0.058 0.046
H -3.834176 2.597027 0.947727 0.000 -0.003 -0.005
C -5.173476 -5.178465 0.548332 -0.093 0.020 0.006
```
Forces are in eV/Å.



# 4
# C4H8O2

A 2-piece molecular cluster, C4H8O2 overall (the ωB97M-V functional and the def2-TZVPD basis, the Open Molecules 2025 dataset).

Calculated values
**Largest force on an atom**: 0.0097 hartree/bohr
**ΔE to the lowest compared entry with this formula, charge and spin**: 42.31 kcal/mol
**SMILES string**: C=CO.CC=O
**Highest occupied orbital energy**: -8.989 eV
**Molecular weight**: 88.11 g/mol

XYZ file:
```
14
Properties=species:S:1:pos:R:3:forces:R:3
C 0.303204 0.509109 -1.294224 0.129 -0.219 -0.186
C -0.773240 -1.166153 0.956135 0.050 0.069 0.302
H 1.563781 2.193511 -1.628961 -0.032 -0.081 0.079
H 1.553247 1.603193 0.037470 -0.003 -0.028 -0.154
H -1.066528 -1.434398 -0.912216 -0.134 -0.034 0.093
C 1.548965 1.287946 -1.011686 0.072 -0.049 -0.003
C -1.167913 -0.532919 2.057489 -0.017 -0.087 -0.096
O 0.298321 -0.544208 -1.901096 0.039 0.439 0.238
H -0.641233 0.923306 -0.892813 0.084 -0.032 -0.115
H 0.232068 -1.584029 0.860774 -0.207 0.030 0.006
H -0.521630 -0.463727 2.924737 -0.037 -0.002 -0.184
H 2.424254 0.675234 -1.235808 -0.078 0.136 0.011
H -2.166691 -0.110793 2.112059 0.107 -0.073 0.043
O -1.601940 -1.349056 -0.104010 0.026 -0.067 -0.033
```
Forces are in eV/Å.



Frontier orbital gap for every record listed, in sequence, given in eV: 9.660; 9.443; 4.735; 9.805.